{"formula": "C39H77ClIN8O9", "method": "wB97M-V/def2-TZVPD", "charge": 1, "multiplicity": 1, "homo_energy_ev": -10.6, "molar_mass_g_mol": 964.45, "homo_lumo_gap_ev": 6.49, "elements": ["C", "C", "O", "C", "C", "O", "C", "C", "C", "N", "C", "C", "C", "C", "I", "N", "N", "C", "C", "C", "C", "C", "C", "C", "C", "C", "O", "C", "C", "C", "C", "O", "Cl", "H", "H", "H", "H", "H", "H", "H", "H", "H", "H", "H", "H", "H", "H", "H", "H", "H", "H", "H", "H", "H", "H", "H", "H", "H", "H", "H", "H", "H", "H", "H", "H", "H", "H", "H", "H", "H", "H", "H", "H", "H", "H", "C", "C", "O", "N", "C", "H", "H", "H", "H", "H", "H", "H", "C", "C", "O", "N", "C", "H", "H", "H", "H", "H", "H", "H", "C", "C", "O", "N", "C", "H", "H", "H", "H", "H", "H", "H", "C", "C", "O", "N", "C", "H", "H", "H", "H", "H", "H", "H", "C", "C", "O", "N", "C", "H", "H", "H", "H", "H", "H", "H"], "positions_angstrom": [[-0.7722, 0.9521, 3.6837], [0.2481, 2.2744, 3.6157], [1.6140, 1.7235, 3.6219], [2.3228, 1.9707, 2.3564], [2.0796, 0.7668, 1.2213], [2.8643, -0.3909, 1.6788], [3.3555, -1.2006, 0.5253], [2.2008, -2.3226, 0.2167], [1.0601, -2.1903, -0.9770], [1.0703, -0.9609, -1.8800], [-0.0620, -3.3424, -1.2128], [-1.2062, -3.2888, -2.4317], [-2.1575, -1.9563, -2.3770], [-1.7055, -0.8729, -3.5682], [-2.3929, -1.0540, -0.3995], [-0.0757, -4.5185, -0.3174], [0.8675, -4.6142, 0.6470], [0.7615, -5.9236, 1.4667], [-0.7127, -6.6323, 1.3936], [-1.7427, -5.8358, 2.3979], [-2.8225, -4.8554, 1.6555], [-2.9886, -3.5256, 2.6565], [-4.5844, -3.1386, 2.9254], [-5.2302, -2.3537, 1.6374], [-6.8675, -2.2834, 1.8064], [-7.3406, -0.8809, 1.0312], [-6.5495, -0.7599, -0.2239], [-6.1242, 0.6351, -0.4469], [2.0189, -3.7527, 1.0655], [3.1243, -4.0323, 2.2426], [2.6256, -3.7052, 3.7676], [2.2756, -4.6971, 4.6331], [2.5292, -1.9725, 4.5170], [-1.1975, 0.8124, 4.7844], [-0.1261, 0.0374, 3.3165], [-1.6493, 1.1351, 2.9282], [-0.0238, 2.8893, 2.6533], [-0.0015, 2.9588, 4.5456], [2.0600, 3.0446, 1.9255], [3.4835, 1.9480, 2.5754], [2.4486, 1.2307, 0.2046], [0.9227, 0.5989, 1.1779], [3.5158, -0.5653, -0.4475], [4.3885, -1.6589, 0.8692], [0.6889, -0.1915, -1.2508], [2.0827, -0.7431, -2.0960], [-0.5994, -3.3514, -3.4570], [-1.8342, -4.2937, -2.3879], [-3.2467, -2.3138, -2.7106], [-0.6218, -1.0726, -3.9725], [-1.7933, 0.2143, -3.1302], [-2.4399, -1.0287, -4.4966], [0.9635, -5.7289, 2.6279], [1.5511, -6.6885, 1.0552], [-1.1265, -6.8364, 0.3195], [-0.5724, -7.7137, 1.8831], [-2.3824, -6.6174, 3.0343], [-1.0892, -5.2540, 3.1824], [-2.5672, -4.5684, 0.5507], [-3.9116, -5.3431, 1.6328], [-2.3605, -2.5938, 2.2575], [-2.5452, -3.7359, 3.7449], [-5.1299, -4.1301, 3.2269], [-4.5778, -2.4139, 3.8725], [-4.8695, -2.9165, 0.6745], [-4.8378, -1.2317, 1.7056], [-7.1125, -2.2380, 2.9654], [-7.3339, -3.2487, 1.3311], [-7.0339, -0.0112, 1.7692], [-8.4809, -0.9019, 0.7680], [-6.2182, 0.8839, -1.5897], [-4.9996, 0.8402, -0.1411], [-6.7695, 1.4319, 0.1435], [3.4134, -5.1890, 2.1775], [4.1484, -3.4555, 2.0815], [-9.6506, 3.9601, 2.3841], [-8.5960, 3.3775, 1.4817], [-8.0122, 2.3305, 1.7469], [-8.2980, 4.0567, 0.3355], [-8.8750, 5.2918, -0.1384], [-9.7849, 3.3162, 3.2573], [-9.3399, 4.9500, 2.7284], [-10.6027, 4.0235, 1.8509], [-7.5812, 3.6104, -0.2248], [-9.3253, 5.1032, -1.1152], [-8.0710, 6.0234, -0.2438], [-9.6336, 5.6827, 0.5406], [6.7733, 3.1743, -0.2757], [5.6508, 3.5622, 0.6492], [4.4895, 3.6634, 0.2639], [5.9626, 3.8040, 1.9563], [7.2595, 3.7354, 2.5856], [6.3811, 3.0123, -1.2832], [7.5147, 3.9765, -0.3176], [7.2355, 2.2458, 0.0693], [5.1621, 4.0598, 2.5227], [7.2078, 2.9988, 3.3901], [7.4851, 4.7178, 3.0059], [8.0459, 3.4520, 1.8852], [-4.3502, -7.9658, -0.7742], [-3.5602, -8.9818, 0.0065], [-3.3699, -8.8764, 1.2148], [-3.0490, -10.0475, -0.6771], [-3.1686, -10.3368, -2.0859], [-4.6958, -7.1741, -0.1042], [-3.7187, -7.5161, -1.5449], [-5.2236, -8.4419, -1.2271], [-2.5292, -10.6917, -0.0925], [-3.6575, -11.3073, -2.1927], [-2.1628, -10.3878, -2.5083], [-3.7465, -9.5798, -2.6172], [7.8026, 5.9084, -2.7538], [8.9006, 6.2845, -1.7952], [8.7068, 6.3962, -0.5880], [10.1450, 6.5033, -2.3125], [10.5585, 6.4198, -3.6926], [6.8679, 5.7647, -2.2052], [7.6560, 6.7086, -3.4839], [8.0547, 4.9727, -3.2593], [10.8357, 6.7523, -1.6139], [11.3492, 5.6700, -3.7652], [10.9533, 7.3942, -3.9882], [9.7374, 6.1454, -4.3558], [3.5276, 7.4003, -3.4889], [4.5821, 6.8176, -4.3912], [5.1660, 5.7707, -4.1261], [4.8802, 7.4969, -5.5375], [4.3032, 8.7319, -6.0114], [3.3933, 6.7563, -2.6156], [3.8383, 8.3901, -3.1446], [2.5755, 7.4636, -4.0220], [5.5970, 7.0506, -6.0977], [3.8529, 8.5434, -6.9882], [5.1072, 9.4636, -6.1167], [3.5446, 9.1228, -5.3323]], "forces_ev_per_angstrom": [[0.3098, 0.7587, -0.2049], [-1.7754, -1.0118, 0.1866], [-0.5039, 1.6485, -1.7945], [0.8491, -0.1473, -0.4652], [-0.4102, 2.4686, 0.9311], [-0.0040, 0.0690, -3.1648], [-0.7437, -0.2758, 0.5789], [-3.5435, -3.9017, -1.2119], [0.9976, -1.3730, 1.7186], [0.5960, -1.5270, 2.5858], [2.1576, -0.1777, 2.2776], [1.0965, -0.7268, 0.6388], [-0.4980, -0.7868, -2.8702], [-0.3786, -0.1572, -0.0056], [0.3211, -0.4459, -0.9961], [1.9243, 4.6700, -1.9971], [2.6360, 0.9829, 1.9081], [-0.6599, -1.8418, 0.6946], [-0.0302, -0.7920, 1.2749], [-0.5322, -0.7017, -0.2417], [-0.7352, 0.6964, 1.3880], [-0.3337, 0.2637, 0.5050], [1.3444, 0.6506, 0.0778], [-0.2102, -0.2835, 1.6613], [0.8437, 0.4625, -0.7788], [0.5784, -0.8928, 1.0414], [-0.4809, 1.9125, 1.3352], [0.0844, 1.1654, -0.3721], [-1.1425, 3.8078, -3.3394], [0.0782, -1.0927, -0.0751], [-2.2688, -5.1419, 5.4626], [2.4724, 6.6309, -6.4690], [0.3270, -2.6093, -1.8128], [0.9752, 0.0795, -2.5218], [-1.4731, 1.7027, 0.9533], [1.4801, -0.4889, 1.5596], [0.9138, -1.1668, 1.7203], [1.0628, -1.3732, -1.8069], [0.4700, -2.3849, 0.7030], [-2.4089, 0.0494, -0.3026], [-0.4660, -1.1383, 1.8618], [2.0563, -0.2387, 0.0008], [-0.2902, -1.1196, 1.9743], [-2.3315, 0.7074, -0.8389], [0.5745, -1.0050, -1.1874], [-1.5441, -0.1920, 0.4431], [-1.3047, 0.4172, 2.2658], [1.3550, 2.1912, 0.3033], [2.4162, 0.7720, 1.1399], [-2.1078, 0.4502, 1.1248], [0.1839, -2.1533, -1.1598], [1.5117, 0.5095, 2.1655], [-0.2304, -0.0985, -2.7801], [-1.3124, 1.7162, 0.6667], [0.8840, 0.7099, 2.0678], [-0.0267, 2.3644, -1.1418], [1.5419, 1.6003, -1.5258], [-1.3078, -0.9127, -1.6125], [-0.2013, -0.4642, 2.1635], [2.5202, 0.7625, 0.0013], [-1.4893, -1.9416, 0.7163], [-0.8337, 0.1112, -2.4622], [0.8455, 1.8868, -0.7098], [-0.2653, -1.5570, -2.0143], [-0.8842, 1.4268, 1.6812], [-0.6213, -2.4826, -0.4963], [0.3195, -0.0120, -2.5154], [0.7232, 1.9219, 0.9593], [-0.9799, -1.6234, -1.6236], [2.1477, 0.2715, 0.6194], [0.1877, -0.6663, 2.0768], [-2.1050, -0.7391, -0.4886], [1.1408, -1.9226, -1.0948], [-0.8258, 2.5423, 0.5555], [-2.5716, -0.8886, -0.0129], [-0.0765, -0.0940, 0.2059], [0.4122, -0.3501, -0.2271], [-0.2245, 0.3901, 0.0133], [-0.0607, -0.5208, 0.6675], [0.2640, -0.0539, -0.3340], [0.1427, 0.0628, -0.2738], [-0.1950, -0.0129, -0.0790], [0.0574, 0.1748, 0.0987], [-0.2044, 0.1626, 0.1060], [-0.1113, 0.3036, 0.0276], [-0.2417, 0.2092, -0.0626], [0.1770, -0.1564, -0.0905], [0.0102, -0.0467, -0.2339], [-0.4073, 0.2132, 0.3066], [0.1262, -0.1915, 0.0592], [-0.3978, -0.2383, -0.8027], [-0.1616, 0.1557, 0.3558], [-0.0722, 0.0953, 0.2664], [0.0813, -0.1228, 0.0605], [0.1479, 0.1284, -0.0108], [0.2329, 0.0017, -0.1293], [0.2974, 0.0390, 0.0419], [0.2947, -0.1452, 0.0249], [-0.2296, 0.1011, 0.0701], [-0.1322, 0.2084, 0.0778], [0.3215, -0.3682, 0.6767], [-0.0280, 0.1222, -0.4855], [-0.1850, 0.6176, 0.4910], [0.2130, -0.3553, 0.1119], [0.1443, -0.2605, -0.0326], [-0.1791, -0.0646, -0.1012], [0.1154, 0.1302, -0.1380], [-0.1601, 0.1304, -0.1503], [0.0072, 0.0765, -0.3243], [-0.1501, -0.0398, -0.2917], [0.0997, -0.1175, 0.1869], [-0.0959, 0.0051, 0.2420], [0.2460, 0.1239, 0.4533], [0.0167, -0.1516, -0.3016], [-0.5979, -0.0907, 0.4592], [0.3505, 0.1184, 0.1948], [0.2930, 0.0834, -0.1165], [-0.0211, -0.2449, -0.0711], [-0.1062, 0.1595, -0.1691], [-0.1551, -0.0481, -0.1974], [-0.0112, 0.0474, -0.3268], [0.0274, -0.1276, -0.3019], [0.1046, 0.0500, 0.2197], [-0.0839, -0.0802, 0.2215], [0.4709, -0.5513, -0.2021], [-0.3276, 0.3995, -0.1232], [-0.0355, -0.4673, 0.6227], [0.2744, -0.0546, -0.3251], [0.1556, 0.0534, -0.2594], [-0.1969, -0.0075, -0.0732], [0.0530, 0.1841, 0.0903], [-0.2039, 0.1221, 0.1204], [-0.1095, 0.3078, 0.0217], [-0.2480, 0.2132, -0.0680], [0.1778, -0.1525, -0.0871]]}